132
Properties=species:S:1:pos:R:3:forces:R:3:mulliken_charge:R:1 method="wB97M-V/def2-TZVPD" gap_ev=6.11 max_force_ev_per_a=3.45 e_homo_ev=-10.42 e_above_lowest_kcal_mol=53.9 charge=+1 multiplicity=1
P 1.60178 -2.32637 0.72286 2.1 -2.4 -0.3 1.1478
O 1.89134 -5.19130 -3.39386 0.3 -0.1 -0.1 -0.5833
O 2.99196 -1.94966 0.41047 -1.4 0.0 0.6 -0.6881
O -5.80895 -1.73150 5.14688 -0.1 -0.3 -0.5 -0.5143
O -2.68625 1.67724 -0.91993 0.6 -1.0 0.3 -0.7255
O -7.36795 -5.94681 -1.24815 0.2 0.0 0.5 -0.3607
O 9.10357 7.09867 -2.34218 -0.5 -0.2 0.0 -0.3313
O 1.42058 -2.94459 2.25982 -1.1 1.4 -2.3 -0.5297
O 1.21464 -3.60948 -0.29778 -1.6 2.6 1.7 -0.5537
O 4.63008 5.29118 1.98279 -0.1 -0.3 -0.4 -0.5921
O -6.72433 -3.96872 -0.51723 -0.2 -0.5 0.1 -0.5818
O 3.95763 -5.96008 -3.50769 -0.2 -0.1 -0.5 -0.3644
O -1.29047 3.15733 1.61836 -0.3 -0.2 0.2 -0.5176
O 8.72154 7.91230 -0.32601 0.0 -0.2 -0.4 -0.5234
O 5.03066 4.49424 -0.03749 -0.6 -0.3 -0.1 -0.3441
O -5.65658 -3.80742 4.25939 -0.8 0.9 -0.8 -0.3948
O -2.68599 1.66270 2.64481 1.3 0.6 -0.9 0.0496
N -0.25615 -1.08546 -0.91697 -0.4 1.1 1.3 0.3060
N -5.14815 -2.17229 -1.89959 0.7 0.5 1.0 -0.6348
N 5.04685 -0.31066 2.14718 -0.1 -0.2 0.5 -0.5814
C -7.89650 -2.66416 4.29399 0.9 -0.7 -0.2 -0.8285
C 10.97706 6.69624 -3.84328 0.1 0.0 0.1 -0.9987
C 3.46123 -4.06487 -2.03013 0.3 0.5 -0.4 -0.4408
C -6.35873 -2.65909 4.61512 -0.8 0.1 0.5 0.7308
C -5.90253 -0.13895 2.22134 0.8 -0.2 -1.3 -0.8160
C -3.43454 -0.58654 -2.75494 0.0 0.0 0.8 -0.8704
C 6.91262 4.11008 -1.53127 0.2 0.0 0.2 -0.8792
C -4.63257 -1.10193 2.22544 -1.0 -0.5 0.8 0.6984
C -1.13142 0.91724 0.86996 -0.4 -1.4 -1.1 0.7543
C -1.85724 -0.40029 -2.77508 -0.2 -0.1 0.3 -0.9943
C -5.58711 1.28266 1.56372 -1.0 -0.5 0.2 0.6522
C -3.92286 -1.40302 -1.48682 -0.7 -0.3 -1.2 0.6447
C 5.37281 -5.79481 -3.34315 0.2 -0.1 0.2 -0.3335
C -1.22921 -0.24525 -1.34604 -1.3 1.4 -0.6 0.0718
C -5.08850 -2.62720 2.07423 1.0 0.1 0.3 -0.5256
C 2.08039 0.14983 2.87178 0.4 0.2 0.2 -0.7241
C 5.84709 -6.39549 -2.03620 -0.1 0.0 0.2 -0.9025
C -4.47774 3.44042 2.62526 0.3 -0.3 1.1 -0.4500
C -8.64222 -3.96103 -1.90865 -0.4 0.2 0.4 -1.1137
C 9.57354 7.24442 -3.68939 0.3 -0.1 -0.1 -0.3979
C 4.36975 0.99560 1.94570 0.2 0.0 0.3 -0.3777
C 5.50510 4.64892 -1.38076 0.3 0.0 -0.1 -0.3994
C -3.25482 2.77310 3.38173 -1.9 0.9 1.3 -0.7280
C -8.36698 -6.83594 -1.77249 -0.2 -0.2 -0.4 -0.4020
C -8.24253 -6.97589 -3.27528 0.1 0.2 -0.1 -0.9749
C 0.49980 0.11851 2.76386 0.4 0.2 0.1 -0.7436
C 6.26817 6.46659 0.74039 -0.4 0.4 -0.1 -0.9152
C 10.35480 9.07290 -1.58402 -0.2 0.5 -0.2 -1.1849
C -1.72867 0.82309 -0.47607 2.1 -1.3 2.1 0.9127
C 3.04366 -5.09089 -3.04814 -0.2 0.1 0.3 0.5846
C 9.31142 8.00872 -1.37126 0.3 0.2 0.3 0.8515
C -0.06669 -0.01556 1.32553 -1.4 -0.1 -2.0 0.8890
C 5.22817 5.39935 0.94193 0.4 0.4 0.5 0.7042
C 2.81357 0.87352 1.68387 0.3 1.3 0.7 -0.3175
C -5.72676 2.49381 2.57265 -0.1 0.2 -1.2 -1.1036
C -7.52446 -4.62147 -1.14830 0.0 0.1 -0.3 0.7807
C -4.61740 -3.52937 3.28981 0.5 0.0 -0.7 -0.6161
C 0.32958 -1.02318 0.35082 -0.9 0.9 1.4 -0.2825
C -1.71320 2.04821 1.78055 0.4 -0.6 -0.3 -1.2320
H -6.32921 -0.05308 3.24961 0.4 0.0 -0.9 0.2528
H 5.83638 -6.32866 -4.17370 -0.3 0.0 0.0 0.3068
H -9.56330 -4.53988 -1.91102 0.1 -0.1 -0.2 0.3771
H 0.12398 1.07873 3.21152 0.2 -0.9 -0.7 0.4024
H -5.93213 -1.75638 -1.38593 0.2 -0.5 -0.4 0.2719
H 11.29638 6.74697 -4.88541 0.0 0.0 0.0 0.3775
H -6.65661 -0.64509 1.55119 0.5 0.5 0.8 0.2236
H 7.23626 4.16772 -2.57207 0.0 0.0 0.0 0.3502
H -3.30341 1.92595 -0.20448 0.3 0.0 -0.2 0.1979
H 10.12104 9.91685 -0.93631 0.0 -0.2 0.1 0.3290
H 11.69279 7.25179 -3.23571 0.0 0.1 -0.1 0.2721
H -3.70433 2.32645 4.31405 0.6 0.1 -1.0 0.4517
H 0.11767 -0.69376 3.44319 0.2 0.7 -0.8 0.2745
H -8.33449 -3.65865 4.58357 0.4 1.0 -0.3 0.3602
H -1.63851 0.52762 -3.37351 0.2 -1.0 0.6 0.3257
H 2.44104 1.94260 1.69084 0.3 -1.0 -0.1 0.3712
H 2.31782 0.75034 3.79707 -0.3 -0.6 -0.9 0.4144
H 4.44711 -3.64389 -2.21792 0.1 -0.2 0.2 0.3803
H 11.33401 8.67971 -1.31013 0.0 0.0 -0.1 0.2899
H -5.05205 -3.10823 -1.49954 -0.4 0.4 -0.2 0.2706
H -4.15611 3.82289 1.62406 -0.4 -0.3 0.7 0.2086
H 5.57640 -0.32153 3.02399 -0.2 0.2 -0.5 0.2653
H 0.05342 -1.82658 -1.55829 -0.1 0.4 0.2 0.3698
H -8.42969 -1.81970 4.79396 0.7 -0.8 -0.4 0.3000
H -6.03501 2.07730 3.56323 0.6 0.6 -0.6 0.4090
H 6.95795 3.06887 -1.20523 -0.1 0.0 -0.1 0.2903
H -3.73947 -3.06719 3.81676 -0.7 -0.3 -0.5 0.2557
H -2.50922 3.52389 3.74315 -0.3 -0.8 -0.8 0.4153
H 0.23339 -3.57759 -0.32215 0.5 -1.0 -0.2 0.2351
H -8.87612 -3.01396 -1.42306 0.2 0.0 -0.1 0.3500
H -1.44005 -1.31999 -3.27228 -0.1 1.0 0.5 0.2786
H -7.23529 -7.29799 -3.54504 -0.1 -0.1 0.1 0.2973
H -3.96325 0.40276 -2.78394 0.6 -0.9 0.0 0.2107
H 7.62191 4.66779 -0.91826 0.0 0.1 -0.1 0.2035
H 2.58148 0.47586 0.66807 0.4 0.0 0.9 0.2207
H -4.58719 1.19914 1.06613 -0.7 0.3 0.5 -0.9366
H 4.82789 4.06636 -2.00812 -0.1 0.0 0.2 0.3465
H 0.46368 -2.95089 2.47345 0.6 -0.3 0.2 0.3891
H -8.95870 -7.70719 -3.65245 0.0 0.0 0.0 0.3626
H 10.37392 9.46205 -2.60013 0.2 -0.2 0.0 0.3540
H -3.76730 -1.15336 -3.66502 0.5 0.5 0.9 0.5167
H -4.77843 4.32730 3.25488 0.5 -0.7 -0.7 0.4321
H 4.39357 -1.08846 2.23133 0.1 0.3 -0.4 0.2336
H 7.24699 6.07654 1.01609 0.0 0.0 -0.2 0.2643
H 6.02958 7.30738 1.39037 0.1 -0.2 0.1 0.3720
H 11.01763 5.65680 -3.51276 -0.1 0.0 -0.1 0.2919
H 3.41964 -4.50491 -1.03540 0.1 0.0 0.0 0.1701
H -4.29837 -4.51771 2.86899 -0.4 0.7 0.7 0.3791
H -3.88897 -0.82894 1.43194 -0.7 -0.2 0.6 -0.4664
H 6.93304 -6.32779 -1.95489 0.0 0.0 0.0 0.3513
H 5.55386 -7.44478 -1.97167 0.1 0.0 -0.1 0.2879
H 6.29108 6.86053 -0.27226 0.3 -0.2 0.0 0.2818
H -8.41973 -6.02616 -3.78237 -0.1 0.0 0.0 0.2733
H -8.18324 -7.80363 -1.30453 0.2 0.2 0.1 0.3029
H 8.89033 6.66352 -4.31091 -0.1 0.0 0.2 0.3242
H -8.31642 -3.76192 -2.92988 0.0 -0.1 0.0 0.2782
H 9.49149 8.27939 -4.02584 0.0 0.0 0.1 0.3404
H -4.13271 -1.02149 3.22475 -0.2 0.1 -0.9 0.5640
H -6.34632 1.41926 0.74365 0.8 0.0 0.7 0.6268
H -3.16336 -2.16343 -1.16805 -0.3 0.8 -0.2 0.1860
H -6.19156 -2.71357 1.91734 1.0 0.0 0.1 -0.0109
H 5.41913 5.68506 -1.71291 0.1 0.0 0.1 0.3326
H -4.60554 -3.06607 1.16054 -0.6 0.4 0.7 0.3233
H -4.20512 -0.75429 -0.62117 0.7 -0.3 -0.7 -0.3692
H 5.40447 -5.88747 -1.17793 0.1 0.1 0.0 0.2261
H -9.36792 -6.52980 -1.46395 0.1 0.1 0.0 0.3477
H 4.58000 1.60985 2.86995 -0.6 -0.3 -1.0 0.3304
H 2.76208 -3.23519 -2.07695 0.0 -0.2 0.0 -0.0492
H -6.59294 3.12375 2.22082 0.8 -0.6 0.4 0.2965
H 4.89080 1.52971 1.10092 -0.8 -0.4 0.7 0.0057
H 2.48787 -0.87482 3.08841 -0.5 1.0 -0.4 0.3197
H 5.66266 -4.74793 -3.44961 -0.1 0.0 0.1 0.3518
H -7.95858 -2.55642 3.17484 -0.1 -0.2 1.1 0.1553